[1]
ORCA calculation (ωB97M-V with the def2-TZVPD basis set) on a cluster of 12 separate species, C34H76FIN2O15S in total in a non-equilibrium geometry.

ORCA input file:
```
! wB97M-V def2-TZVPD RIJCOSX def2/J DEFGRID3
* xyz 0 1
I 3.34828 0.23070 2.61147
S -2.52984 -0.58994 -0.96323
F -1.00039 -1.55772 -3.77200
O 1.97015 -6.67321 4.71541
O 9.39161 -0.21485 4.39940
O 12.06681 -2.64965 4.62773
O -2.81809 7.21306 0.95609
O -0.25401 7.60126 -3.36362
O 0.69172 2.05572 3.78234
O -4.37854 6.93894 -3.03670
O -0.79708 -4.27214 -8.24679
O -2.35855 -2.03042 -6.51947
O -5.86250 0.79634 -5.22230
O 5.86295 -0.10784 5.31402
O -7.61753 0.17288 0.16501
O 8.27207 -4.42280 5.66848
O -6.70309 -1.61724 1.26567
O -3.10901 1.57694 1.67096
N -1.01551 2.55790 2.26191
N 2.61714 -1.93045 0.03493
C 6.04994 -1.47683 5.65094
C -1.69906 -1.39184 -7.60859
C 1.58648 -0.11134 1.45647
C -4.76536 -0.07307 -5.47597
C -4.04136 4.12264 -0.93859
C -3.37533 7.93419 -3.21523
C 0.04361 -2.21272 -1.59164
C 0.41078 0.67362 1.72768
C -4.74083 3.30277 -2.11433
C 0.13826 1.81228 2.75245
C -6.51013 1.34665 -1.76623
C -1.92159 1.57757 1.64821
C -6.63421 0.02521 -0.88891
C -2.51197 3.73069 -0.79527
C -0.98131 -0.41114 -0.03543
C 2.80101 -5.53659 1.55087
C -2.00797 4.25451 0.60993
C -0.89211 0.56035 1.04374
C -0.71428 3.52643 1.15164
C -7.64705 -0.91289 1.00076
C 8.46727 -5.79253 6.00236
C 0.08784 -1.29547 -2.90574
C 1.08489 -5.99900 5.60295
C -3.90195 8.13452 0.91547
C 3.40435 -4.10250 1.17618
C 1.48528 -1.10275 0.36153
C 9.29026 -0.69571 3.06526
C -9.01507 -1.23053 1.70823
C 2.29359 -3.36522 0.34551
C 0.21639 -1.22190 -0.38129
C 11.20876 -3.78388 4.58555
C -0.59718 -5.62650 -7.86583
C -0.08127 7.63621 -1.95047
C -5.00792 1.81767 -1.65473
H 2.18534 -3.94414 -0.61528
H 0.89829 -2.91582 -1.69854
H 4.29690 -4.32880 0.52969
H 3.69947 -3.52250 2.09052
H -3.28119 -1.57680 -0.37443
H -6.52073 0.64748 -5.90931
H 0.12264 -6.51580 5.63340
H 2.41281 -5.58299 2.60814
H 2.08730 -7.56718 5.05425
H -2.42036 2.60743 -0.88548
H -3.97457 3.26499 -2.93889
H -5.09232 -1.11463 -5.44186
H -1.44229 -0.36419 -7.33766
H 6.83542 -1.88956 5.01764
H -1.74525 -2.02775 -5.77281
H -4.32506 0.14683 -6.45114
H 5.16616 0.23499 5.88499
H -0.32470 -5.68019 -6.80832
H -1.77153 5.36149 0.45026
H -2.82627 8.04738 -2.28272
H -2.68725 7.62690 -4.00297
H 9.08471 -1.77022 3.07621
H 10.23436 -0.51379 2.55346
H -0.92590 -2.75628 -1.49808
H -1.51690 -3.92503 -7.70254
H 3.40849 -1.69647 0.63756
H -0.12777 3.06228 0.31402
H 1.51784 -5.96392 6.60585
H 6.34917 -1.56064 6.69950
H -0.79402 -1.94532 -7.86443
H 1.02071 -1.56670 -3.47297
H -3.74054 8.82615 0.09023
H -2.80048 4.21757 1.39873
H 0.21092 -6.04156 -8.46610
H 9.25309 -6.19684 5.36654
H 0.97953 7.73757 -1.70723
H -8.84789 -2.03042 2.47197
H -2.37025 -1.38061 -8.46621
H -6.79948 1.06588 -2.81528
H 8.54430 -0.38742 4.82798
H -4.57355 1.63785 -0.63310
H 5.12202 -2.02923 5.48176
H -7.20014 2.15533 -1.40364
H -3.94911 8.69574 1.85229
H 0.23293 6.83732 -3.69070
H -4.15563 5.21921 -1.22723
H 0.11921 -0.21456 -2.60539
H 7.57478 -4.08655 6.24197
H -5.63505 -0.17883 -0.43134
H -5.63332 3.82563 -2.53571
H 10.44473 -3.69531 5.35787
H -0.47850 6.72105 -1.50303
H -4.01921 0.09408 -4.70023
H -4.84939 6.85523 -3.87256
H -1.50943 -6.20214 -8.04269
H -0.62321 8.49290 -1.55412
H 3.50713 -6.36708 1.29975
H 7.54380 -6.35213 5.83429
H 8.76875 -5.88148 7.04896
H 0.93555 -4.98315 5.24058
H 1.89997 -5.70475 0.89062
H -4.61242 3.88893 0.00325
H 10.73814 -3.85322 3.60030
H -2.98027 6.61237 1.69188
H -6.90888 -0.84257 -1.54349
H -9.35986 -0.32637 2.27554
H -4.84061 7.59784 0.75750
H -4.42148 1.13982 -2.34156
H 1.31803 -3.37548 0.90468
H -9.78355 -1.61260 0.99246
H 11.80259 -4.67983 4.76497
H -1.86788 4.17371 -1.59428
H 8.48777 -0.16816 2.54340
H -0.04385 4.31793 1.59274
H 11.51945 -1.87135 4.46701
H -3.84159 8.88811 -3.47831
*
```

The calculation puts the HOMO energy at -8.95 eV. For the lowest unoccupied orbital energy, the calculation gives -0.018 Ha. For the largest force on an atom, the calculation gives 0.059 Eh/bohr. The SMILES is CCCNc1c(I)c2c(c(S)c1CCF)C(=O)N(CCCCCCCCOC(C)=O)C2=O.CO.CO.CO.CO.CO.CO.CO.CO.CO.CO.CO.

[2]
ORCA calculation (ωB97M-V with the def2-TZVPD basis set) on the molecule C5H7N.

ORCA input file:
```
! wB97M-V def2-TZVPD RIJCOSX def2/J DEFGRID3
* xyz 0 1
N -0.49133 1.56501 -0.06246
C -1.22243 -0.85255 0.62906
C 2.59922 -0.36464 0.08785
C 0.34533 0.65862 -0.86260
C 1.55386 0.08772 -0.30613
C -1.00456 0.24027 -0.38950
H 3.53420 -0.76009 0.41983
H -1.78211 0.28584 -1.15074
H -1.11541 -1.83467 0.15476
H -0.51078 -0.80019 1.45921
H 0.44920 0.96663 -1.90043
H -2.23702 -0.79074 1.03810
H -0.11816 1.59878 0.88304
*
```

The calculation puts the HOMO energy at -9.22 eV. The energy relative to the best compared isomer or geometry (same formula, charge and spin) comes out at 65.6 kcal per mole. For the lowest unoccupied orbital energy, the calculation gives 0.041 Ha. For the largest force on an atom, the calculation gives 0.009 Eh/bohr. The SMILES is C#C[C@@H]1N[C@@H]1C.

[3]
ORCA calculation (ωB97M-V with the def2-TZVPD basis set) on the molecule C4H5NO in a non-equilibrium geometry.

ORCA input file:
```
! wB97M-V def2-TZVPD RIJCOSX def2/J DEFGRID3
* xyz 0 1
O 0.46512 0.37702 1.82940
N 1.92041 0.31479 -0.98399
C -1.21746 -0.69602 0.37282
C 0.80880 -0.14007 -0.52481
C 0.16646 -0.29985 0.74207
C -0.57680 0.11558 -0.71687
H -0.89426 0.28215 -1.71558
H 1.59872 0.97167 -1.70068
H 1.18344 0.98020 1.56598
H -1.92471 -0.21263 1.05893
H -1.52973 -1.69282 0.07272
*
```

The calculation puts the HOMO energy at -8.06 eV. The energy relative to the best compared isomer or geometry (same formula, charge and spin) comes out at 102.2 kcal per mole. For the lowest unoccupied orbital energy, the calculation gives 0.011 Ha. For the largest force on an atom, the calculation gives 0.037 Eh/bohr. The SMILES is [H]/N=C1\[C@H]2C[C@@]12O.